1.
Formula: C17H27N2O2P2S2Sc
Source: the OMol25 dataset
Level of theory: ωB97M-V with the def2-TZVPD basis set

Values from the calculation:
LUMO (spin up / spin down) (eV): -2.4 / -2.7
E_tot (eV): -86089.2247
<S²>: 0.753
2S+1: 2
Net charge: +1
ΔE to the lowest compared entry with this formula, charge and spin (eV): 0.059

Element x y z (Å)
Sc  -0.4462  0.3479  -1.0937
C  3.8892  -1.2286  3.4302
C  2.4833  -0.7949  3.0995
O  2.1824  -1.1149  1.7075
P  2.1079  0.0224  0.6204
S  1.8568  -0.8369  -1.1538
S  0.6114  1.3202  1.0185
O  3.5166  0.7283  0.7977
C  3.8938  1.8756  0.0043
C  5.3754  2.0935  0.1818
H  4.0895  -1.0382  4.4851
H  4.6143  -0.6776  2.8334
H  4.0157  -2.2941  3.2426
H  2.3353  0.2734  3.2645
H  1.7424  -1.3365  3.6845
H  3.3131  2.7320  0.3531
H  3.6464  1.6703  -1.0407
H  5.6140  2.2782  1.2284
H  5.6913  2.9595  -0.4002
H  5.9350  1.2241  -0.1596
C  -4.5277  -1.0000  -2.4301
P  -2.8574  -0.4954  -1.8983
C  -2.1248  -2.0210  -1.1954
C  -2.1637  -3.1943  -1.9573
C  -1.4621  -4.3169  -1.5579
C  -0.6738  -4.2877  -0.4116
C  -0.6044  -3.1314  0.3403
C  -1.3356  -2.0091  -0.0404
C  -3.0343  0.5884  -0.4513
C  -3.4954  0.1752  0.8124
C  -3.4856  1.0480  1.8785
C  -3.0145  2.3554  1.7242
C  -2.5606  2.7850  0.4951
C  -2.5609  1.9045  -0.5886
H  -4.4605  -1.6734  -3.2829
H  -5.0779  -0.1118  -2.7370
H  -5.0503  -1.4958  -1.6123
H  -2.7470  -3.2349  -2.8684
H  -1.5199  -5.2201  -2.1509
H  -0.1152  -5.1655  -0.1169
H  0.0177  -3.0817  1.2241
H  -1.3067  -1.1438  0.6257
H  -3.8599  -0.8364  0.9453
H  -3.8486  0.7192  2.8434
H  -3.0117  3.0292  2.5702
H  -2.2035  3.7970  0.3589
H  -2.2612  2.2815  -1.5640
N  0.2729  3.1925  -2.0790
N  0.2477  1.8857  -2.6851
H  0.8476  3.8235  -2.6274
H  0.6916  3.0946  -1.1587
H  1.1696  1.5901  -3.0053
H  -0.3515  1.9458  -3.5027

2.
Formula: C17H27N2O3P2Tc
Source: the OMol25 dataset
Level of theory: ωB97M-V with the def2-TZVPD basis set

Values from the calculation:
LUMO (eV): -7.9
E_tot (eV): -47952.3054
2S+1: 1
Net charge: +2
ΔE to the lowest compared entry with this formula, charge and spin (eV): 0.099

Element x y z (Å)
Tc  -0.8039  0.2385  -0.0512
N  -1.7303  -1.0201  1.4763
C  -1.8356  -0.2100  2.7218
C  -2.1660  1.2256  2.3375
O  -2.6586  2.0194  3.0856
N  -1.8613  1.4838  1.0050
C  -2.3239  2.7386  0.4428
C  -2.0033  2.7198  -1.0366
O  -2.2700  3.5660  -1.8279
O  -1.3521  1.5843  -1.3977
H  -2.6671  -1.2990  1.1920
H  -1.2206  -1.8795  1.6589
H  -0.8742  -0.2358  3.2346
H  -2.5996  -0.5968  3.3939
H  -1.8323  3.5928  0.9156
H  -3.3968  2.8727  0.5923
C  2.7913  -0.1614  -1.1927
P  1.0968  0.2244  -1.6965
C  1.2374  1.8624  -2.4442
C  0.7753  -0.9713  -3.0477
C  -0.7215  -1.1508  -3.2530
P  -1.4491  -1.5180  -1.6294
C  -1.0489  -3.2388  -1.2297
C  -3.2452  -1.4221  -1.8220
H  3.4083  -0.1636  -2.0931
H  2.8570  -1.1405  -0.7197
H  3.1790  0.5944  -0.5111
H  2.1197  1.8531  -3.0869
H  1.3736  2.6138  -1.6661
H  0.3486  2.1154  -3.0152
H  1.2537  -1.9158  -2.7765
H  1.2755  -0.6086  -3.9484
H  -0.9501  -1.9480  -3.9631
H  -1.1883  -0.2304  -3.6128
H  -1.4203  -3.8978  -2.0164
H  -1.5285  -3.5332  -0.2955
H  0.0269  -3.3765  -1.1292
H  -3.5635  -2.1026  -2.6141
H  -3.5247  -0.4028  -2.0904
H  -3.7622  -1.7059  -0.9049
C  0.6519  0.0637  0.8944
C  1.7033  0.1712  1.8190
C  2.0408  1.4418  2.3307
C  3.0416  1.5460  3.2737
C  3.7092  0.4023  3.7045
C  3.3827  -0.8575  3.2043
C  2.3836  -0.9818  2.2639
H  1.5087  2.3183  1.9838
H  3.3070  2.5121  3.6795
H  4.4963  0.4928  4.4413
H  3.9134  -1.7316  3.5547
H  2.1164  -1.9528  1.8662